Arrangement w

Molecular formula: C4H10N
Method: DFT, ωB97M-V with the def2-TZVPD basis set

The calculation puts the HOMO-LUMO gap (alpha / beta) at 10.55 / 8.62 eV. The calculation puts the LUMO energy (alpha / beta) at 1.231 / -0.934 eV. The spin multiplicity is 2. For the HOMO energy (alpha / beta), the calculation gives -9.32 / -9.56 eV. Its expectation value of S² is 0.76.

Positions of all 15 atoms, in Å:
N -1.374 0.382 -1.949
C 1.161 1.230 0.093
C -0.266 -0.828 0.369
C -0.719 -1.297 1.546
C 1.129 -0.385 0.308
H -1.074 -0.078 -1.067
H 1.634 -0.593 1.280
H 0.545 1.652 0.929
H -1.520 -0.295 -2.663
H -0.074 -1.228 2.407
H 2.157 1.644 0.167
H -1.666 -1.713 1.732
H -2.260 0.850 -1.801
H 0.667 1.568 -0.856
H 1.660 -0.909 -0.495



Arrangement x

Molecular formula: C4H10N
Method: DFT, ωB97M-V with the def2-TZVPD basis set

The calculation puts the HOMO-LUMO gap (alpha / beta) at 4.85 / 9.91 eV. The calculation puts the LUMO energy (alpha / beta) at 1.017 / 0.692 eV. The spin multiplicity is 2. For the HOMO energy (alpha / beta), the calculation gives -3.84 / -9.22 eV. Its expectation value of S² is 0.75.

Positions of all 15 atoms, in Å:
N -1.380 0.997 -0.315
C -0.574 -0.148 0.163
C 0.803 0.192 0.603
C 1.875 -0.184 -0.418
C -1.238 -1.319 0.317
H -2.416 0.827 -0.167
H 1.005 -0.287 1.568
H 1.899 0.570 -1.206
H -0.869 -2.157 0.897
H 2.865 -0.235 0.032
H -2.147 -1.495 -0.232
H -1.250 1.202 -1.297
H 0.902 1.261 0.795
H 1.616 -1.120 -0.910
H -1.092 1.895 0.171



It is arrangement w that is most stable; the runner-up trails by 9.2 kcal/mol.



Arrangement w

Molecular formula: C14H31BNO22S5
Method: DFT, ωB97M-V with the def2-TZVPD basis set

The calculation puts the HOMO-LUMO gap at 4.40 eV. The calculation puts the LUMO energy at 1.154 eV. The spin multiplicity is 1. For the HOMO energy, the calculation gives -3.24 eV. The net charge is -1.

Positions of all 74 atoms, in Å:
S 0.510 -4.653 1.495
S -2.002 1.112 -1.200
S -2.979 -8.230 5.043
S 2.671 4.527 -0.191
S 3.293 -2.283 -1.011
O -0.511 -5.732 0.919
O 3.786 5.680 -0.060
O 3.708 -3.522 -0.458
O -3.885 -7.294 5.607
O -0.395 -4.188 2.724
O -2.100 1.040 -2.617
O 4.492 -1.580 -1.800
O 1.890 4.554 0.996
O -1.685 6.113 -4.551
O -2.030 -0.365 -0.573
O 2.689 -1.286 -0.199
O -0.494 1.437 -0.822
O -2.843 -8.322 3.629
O 0.620 -3.610 0.536
O -3.273 -9.654 5.685
O -2.898 1.917 -0.450
O 1.926 5.151 -1.430
O 3.268 3.302 -0.604
O -1.517 -8.057 5.650
O 1.672 -5.278 2.019
O -1.750 7.442 -2.634
O 2.390 -2.577 -2.291
N -2.367 5.063 -2.404
C -0.405 7.252 -2.934
C -2.490 5.210 -0.963
C -2.048 -10.261 6.138
C 0.056 0.435 0.050
C -1.179 4.909 -0.213
C 2.874 -1.853 -3.436
C 3.719 6.575 -1.181
C -0.683 -0.825 -0.362
C -1.505 -6.053 1.911
C 2.256 6.545 -1.581
C -0.354 6.295 -4.161
C 4.376 -1.816 -3.211
C -1.726 -4.726 2.613
C -1.238 -9.072 6.630
B -2.478 6.311 -3.313
H -1.569 -8.728 7.609
H 0.096 5.338 -3.856
H -0.531 4.315 -0.858
H -3.635 6.619 -3.607
H -0.165 -9.238 6.621
H 4.366 6.205 -1.979
H 2.060 6.802 -2.617
H 1.120 0.379 -0.140
H -2.314 -10.966 6.920
H 2.434 -0.855 -3.447
H -2.951 4.302 -2.730
H -0.286 -1.246 -1.287
H -1.117 -6.815 2.585
H 2.575 -2.414 -4.316
H -2.378 -6.429 1.387
H 1.625 7.142 -0.925
H -3.270 4.559 -0.562
H 0.066 8.229 -3.137
H -1.325 4.354 0.717
H -0.633 5.822 0.035
H -2.119 -4.826 3.621
H 0.139 6.787 -2.097
H -0.707 -1.589 0.407
H -2.344 -4.046 2.027
H 4.873 -0.991 -3.714
H 0.224 6.701 -5.001
H -0.145 0.700 1.089
H 4.849 -2.765 -3.465
H -1.565 -10.771 5.304
H 4.056 7.549 -0.836
H -2.788 6.240 -0.745



Arrangement x

Molecular formula: C14H31BNO22S5
Method: DFT, ωB97M-V with the def2-TZVPD basis set

The calculation puts the HOMO-LUMO gap at 5.54 eV. The calculation puts the LUMO energy at 1.726 eV. The spin multiplicity is 1. For the HOMO energy, the calculation gives -3.82 eV. The net charge is -1.

Positions of all 74 atoms, in Å:
S 0.414 4.660 -2.338
S 7.509 0.095 -0.648
S -5.394 -6.130 -2.354
S -5.906 -1.449 -1.286
S 4.185 0.823 5.039
O -6.228 -5.111 -2.873
O 1.762 4.501 -2.746
O -5.211 -7.284 -3.452
O 4.553 1.707 3.751
O 0.283 4.334 -0.774
O 5.389 0.482 5.719
O 3.666 -0.469 4.265
O 8.572 0.910 0.236
O -6.691 -2.338 -0.206
O -1.245 0.946 3.440
O -6.526 -1.577 -2.556
O 6.581 -0.510 0.234
O 6.825 1.363 -1.347
O 0.105 6.233 -2.234
O -5.655 -6.745 -1.102
O -5.641 -0.184 -0.706
O -3.881 -5.605 -2.373
O 8.191 -0.650 -1.642
O 3.123 1.461 5.724
O -4.548 -2.295 -1.292
O 0.213 -0.089 1.843
O -0.654 4.027 -3.020
N -0.441 1.155 -0.110
C 8.585 2.290 -0.146
C -2.902 1.553 -0.690
C 4.605 0.854 2.596
C -5.947 -3.532 0.088
C 0.188 5.543 -0.014
C 3.550 -0.196 2.851
C -1.545 0.867 -1.026
C -0.761 0.715 1.228
C -0.476 6.525 -0.956
C -3.038 -6.561 -3.027
C -3.931 -7.168 -4.089
C -0.962 1.756 2.337
C -4.501 -3.139 -0.130
C 7.177 2.557 -0.637
B -0.436 -0.325 3.175
H -0.395 5.358 0.884
H 0.360 -0.508 4.094
H 6.480 2.691 0.193
H -2.747 2.328 0.052
H 8.853 2.901 0.711
H -1.226 -1.286 3.118
H -1.655 2.580 2.156
H -1.695 -0.208 -0.969
H -3.571 0.809 -0.285
H 1.194 5.863 0.260
H -6.259 -4.315 -0.598
H 9.320 2.426 -0.943
H 2.544 0.178 2.637
H -0.276 7.560 -0.693
H -3.594 -8.150 -4.407
H -3.355 1.946 -1.595
H 4.401 1.431 1.698
H -2.170 -6.056 -3.441
H -1.275 1.156 -2.039
H 3.723 -1.105 2.283
H -1.553 6.359 -1.014
H -4.029 -6.512 -4.955
H -3.859 -3.992 -0.325
H 5.606 0.420 2.534
H -1.675 0.101 1.271
H 0.054 2.165 2.507
H 7.117 3.409 -1.307
H -6.142 -3.840 1.112
H -0.309 2.159 -0.100
H -2.719 -7.306 -2.296
H -4.102 -2.563 0.707



It is arrangement w that is most stable; the runner-up trails by 22.4 kcal/mol.